Entry 1:
26
Properties=species:S:1:pos:R:3:forces:R:3 method="wB97M-V/def2-TZVPD" lumo_ev="0.05 / 0.05" smiles="CC[C@](C)(O)OCC/C(Cl)=N/O" total_charge=0
C -2.84237 0.41369 -0.79732 -0.5710 -6.0550 4.5890
C 2.91983 1.07810 0.52043 0.3177 0.4609 2.0158
C 0.36136 -1.79840 0.72816 -1.9586 -1.6048 1.3128
C -1.63762 0.75713 -1.59860 -2.6289 1.9758 0.5876
C 2.12981 -0.05663 1.10781 -0.1737 -1.4174 -0.9865
C -0.53611 1.25797 -0.66445 0.2755 2.4300 -1.7289
C 0.94771 -0.52970 0.23473 0.5965 2.5356 -0.8383
N -3.09428 -1.01564 -0.23270 0.2267 6.9351 -3.2737
O 1.43598 -0.59072 -1.13510 -0.8503 -0.6531 1.1298
O -4.12124 -0.95546 0.70775 1.8350 2.1604 -0.0263
O -0.06499 0.50127 0.34609 0.1644 -1.7457 1.8516
Cl -3.26991 1.74857 0.26168 -1.0182 -0.6532 -0.5151
H 3.81289 1.27890 1.13851 -0.3537 -0.0720 -0.1128
H 3.27057 0.88104 -0.44832 0.2214 -0.2573 -1.3894
H 2.32061 1.96537 0.55590 -0.2778 0.6928 -0.3082
H 0.32148 -1.70032 1.94766 -0.0319 -0.5960 -3.1205
H -0.76459 -1.87176 0.29979 2.7202 -0.1589 1.0938
H 1.01641 -2.70436 0.39965 -1.2628 1.4430 0.7889
H -2.00672 1.65241 -2.23721 0.9384 -1.2378 0.9049
H -1.41595 -0.01019 -2.25750 0.8639 -1.6636 -1.0828
H 1.70454 0.12506 2.07775 0.1430 0.2697 0.5799
H 2.77404 -0.94412 1.14725 0.0628 0.0168 0.4275
H 0.25959 1.40342 -1.37155 0.6924 0.8095 -0.3325
H -0.91295 2.26024 -0.23205 0.9674 -1.6149 -0.6548
H 1.96560 -1.39567 -1.06757 0.1071 0.0772 -0.6795
H -4.57370 -1.75019 0.56923 -1.0056 -2.0772 -0.2322



Entry 2:
16
Properties=species:S:1:pos:R:3:forces:R:3 method="wB97M-V/def2-TZVPD" relative_energy_ev=3.401 lumo_ev=3.87 total_charge=-1
C 0.92242 0.86207 0.81918 -4.6162 -0.0833 0.3502
O 1.50240 0.47561 -0.24383 2.9596 -0.9022 -2.6431
C -0.12562 -0.38001 1.22103 2.5492 2.5268 -2.1672
C -1.03117 -0.45545 -0.01696 -2.1370 -1.3584 2.9994
C -2.43381 0.10379 0.27110 2.2985 0.4694 1.9602
O -3.37118 -0.60602 0.15958 -2.7244 -1.0091 -0.6526
H 1.44062 1.30212 1.62091 1.5015 0.0471 1.8656
H 0.19811 1.68684 0.58187 -0.4939 0.5056 0.2175
H 0.65285 -1.15280 1.17562 -0.8181 -0.4334 0.5401
H -0.71555 -0.25231 2.09567 -0.3049 -0.2412 1.1420
H -1.19468 -1.52034 -0.14488 -0.5067 -0.1802 -0.5782
H -0.75662 -0.06674 -0.91951 1.8583 1.2645 -2.1099
H -2.59044 1.08895 0.85566 0.5965 -0.5691 -1.0003
H 2.64903 -0.52144 -2.18259 2.3669 0.8847 0.4134
H 3.03695 0.34947 -1.08649 0.6903 -0.4827 -0.8128
O 3.52989 -0.08160 -1.88604 -3.2195 -0.4386 0.4757



Entry 3:
11
Properties=species:S:1:pos:R:3:forces:R:3 method="wB97M-V/def2-TZVPD" relative_energy_ev=2.516 lumo_ev=-1.32 total_charge=0
C 0.69731 2.24189 -0.28538 -0.2098 -2.4563 -0.0233
C -0.57772 -0.32970 0.98096 -1.4286 5.0470 -0.3596
C 0.38614 -0.46597 -0.08354 -0.4088 -1.5673 -4.7693
N 0.73545 3.37126 -0.06560 0.0348 1.0926 0.1585
N -0.16751 -0.94109 -1.27348 1.7658 0.8299 2.2810
Br 2.18156 -0.95924 0.15848 -0.5255 0.4465 0.1887
H -0.82055 -1.22845 1.35870 -0.9576 -3.5002 1.0814
H -1.56680 0.28151 0.68758 2.3907 -1.3943 0.3917
H -0.10263 0.20832 1.76766 0.0895 0.6872 0.6939
H -1.18579 -0.76196 -1.20252 0.9869 -0.6188 -1.3367
H 0.42054 -1.41657 -2.04285 -1.7375 1.4337 1.6937



Entry 4:
29
Properties=species:S:1:pos:R:3:forces:R:3 method="wB97M-V/def2-TZVPD" relative_energy_ev=0.656 lumo_ev=0.93 smiles=CCCOCCN.CCO total_charge=0
C -0.65419 0.93503 -0.14379 -0.0810 0.1226 0.0504
C -0.07974 -0.46772 -0.32983 0.1412 -0.1326 -0.0557
C -0.51664 -1.44657 0.74375 -0.1890 -0.0288 0.1086
O 0.07753 -1.09301 1.98486 0.0070 0.1993 -0.0699
C -0.81617 -1.06254 3.08441 -0.0261 -0.0186 -0.0070
C -0.10314 -0.42834 4.27636 0.0123 -0.1328 -0.0140
N -0.66386 0.89223 4.56829 0.0387 0.0534 -0.0822
H -0.85224 1.15235 0.90973 0.0800 -0.0601 -0.0428
H 0.03586 1.70412 -0.49684 -0.0538 -0.0380 -0.0586
H -1.59532 1.05440 -0.68623 0.0295 -0.0195 0.0583
H -0.37343 -0.86976 -1.30399 0.0525 0.0508 0.0064
H 1.01379 -0.43552 -0.31832 -0.0427 -0.0114 0.0146
H -0.22122 -2.46904 0.48203 0.0138 0.0348 0.0041
H -1.61016 -1.43919 0.84481 0.0380 0.0198 -0.0641
H -1.17098 -2.07546 3.31294 0.0576 0.0021 0.0086
H -1.69386 -0.45255 2.83432 -0.0071 -0.0587 0.0396
H -0.22426 -1.05008 5.16521 -0.0440 0.0346 -0.0214
H 0.96624 -0.41531 4.03162 -0.0334 -0.0016 0.0413
H -0.49913 1.51127 3.78176 -0.0038 0.0153 0.0161
H -0.20305 1.31190 5.36589 0.0196 -0.0207 0.0192
C 1.85563 0.51061 -3.86306 0.0271 0.0184 0.0698
C 0.65741 0.42236 -4.78499 -0.0020 -0.0416 -0.0469
O -0.57152 0.56461 -4.08472 -0.0393 0.0094 0.0255
H 1.79672 -0.25629 -3.09029 0.0145 0.0067 0.0039
H 2.78870 0.38263 -4.41383 -0.0124 -0.0179 -0.0234
H 1.89256 1.48701 -3.37285 0.0079 -0.0058 0.0032
H 0.60653 -0.55906 -5.25678 0.0212 0.0079 -0.0057
H 0.73254 1.16652 -5.58545 -0.0077 0.0058 0.0004
H -0.57457 1.42538 -3.65500 -0.0186 0.0074 0.0217



Entry 5:
8
Properties=species:S:1:pos:R:3:forces:R:3 method="wB97M-V/def2-TZVPD" relative_energy_ev=1.100 lumo_ev="-1.04 / -1.04" smiles="C=CC=S" total_charge=0
C -0.52269 -0.97568 0.05212 7.2213 3.1482 -0.7204
C 0.31390 0.20771 -0.08357 -1.7017 -1.1790 1.8569
C 1.78659 0.64329 0.04540 -1.4496 -3.1582 -0.6789
S 3.04661 -0.36125 0.02992 0.0323 0.0248 0.1092
H -0.22992 -2.02049 0.08019 0.5143 0.3125 0.0831
H -1.49061 -0.80044 -0.06661 -4.1296 0.8204 -0.1893
H -0.23362 1.17181 0.02033 -0.2895 -0.9405 -0.5983
H 1.96368 1.68890 0.05815 -0.1974 0.9717 0.1377